This record from the OMol25 dataset describes C4H8N2O in the gas phase at a distorted geometry. The level of theory is the ωB97M-V functional and the def2-TZVPD basis.

Geometry (Å):
C 2.98459 0.66699 0.49065
C -0.28797 -0.38443 -1.03495
C 1.86618 0.23705 0.14463
C -1.65998 -0.45528 0.88354
N 0.83874 -0.34038 -0.09152
N -1.46809 0.26023 -0.44102
O -1.29297 1.59211 -0.24921
H 2.92554 1.58663 0.99179
H 3.90086 0.34335 0.10052
H -0.33623 -1.49758 -1.14556
H -0.05935 -0.01401 -1.99134
H -2.52366 -0.17471 1.31987
H -1.85805 -1.47751 0.50169
H -0.74683 -0.34875 1.49324
H -2.28279 0.00630 -0.97232

## Properties
Kohn-Sham gap = 9.28 eV
ΔE to the lowest compared entry with this formula, charge and spin = 143.18 kcal per mole
largest force on an atom = 4.8 eV/A
SMILES = C=C=NC[N@@H+](C)[O-]